Molecular formula: C35H95N5O10
Method: DFT, the ωB97M-V functional and the def2-TZVPD basis

The structure (SMILES) is COC[C@H](C)N.COC[C@H](C)N.COC[C@H](C)N.COC[C@H](C)N.COC[C@H](C)N.CC(C)O.CC(C)O.CC(C)O.CC(C)O.CC(C)O. As for the lowest unoccupied orbital energy: 0.01587 Eh. The energy relative to the best compared isomer or geometry (same formula, charge and spin) is 34.0 kcal/mol. The calculation puts the HOMO-LUMO gap at 9.31 eV.

Structure (XYZ):
```
145
Properties=species:S:1:pos:R:3:forces:R:3
C -3.424 1.374 -3.777 -1.4 -0.1 -1.1
O -4.590 0.759 -3.237 0.7 -0.5 1.3
C -4.250 0.138 -1.999 -1.6 -0.3 -0.1
C -5.550 -0.350 -1.309 1.1 1.3 -0.2
C -6.477 0.763 -0.795 -0.2 0.2 -1.2
N -5.122 -1.132 -0.173 -0.7 -0.9 0.2
H -3.753 1.678 -4.770 0.2 0.3 0.0
H -2.658 0.619 -3.956 0.5 0.3 0.5
H -3.196 2.262 -3.187 0.7 -0.2 0.0
H -3.697 -0.792 -2.128 0.4 -0.2 -0.6
H -3.626 0.747 -1.345 -0.1 0.5 0.1
H -6.031 -0.954 -2.078 -0.4 -0.1 0.0
H -7.037 1.072 -1.678 0.1 0.6 0.0
H -5.935 1.611 -0.377 0.2 0.0 -0.1
H -7.265 0.520 -0.083 0.3 -0.7 0.2
H -4.524 -1.903 -0.435 0.4 -0.1 -0.3
H -5.988 -1.599 0.056 0.0 -0.3 1.0
C 5.530 -3.060 -2.552 0.0 0.2 0.3
O 5.528 -2.111 -1.463 -0.4 0.1 -0.9
C 5.063 -0.800 -1.864 0.8 0.4 0.6
C 5.373 0.210 -0.702 -1.0 -0.5 -0.3
C 4.652 -0.250 0.541 1.2 -0.8 0.4
N 4.905 1.580 -0.968 -0.1 0.1 -0.9
H 5.840 -4.048 -2.210 0.1 0.2 0.5
H 6.229 -2.782 -3.340 0.0 0.3 -0.1
H 4.548 -3.220 -2.997 -0.3 0.4 0.0
H 5.618 -0.463 -2.740 0.0 -0.1 -0.2
H 4.001 -0.812 -2.109 -0.2 -0.1 0.1
H 6.460 0.191 -0.624 0.0 0.2 0.4
H 5.069 -1.227 0.785 -0.5 -0.3 0.3
H 3.576 -0.275 0.369 0.0 -0.2 0.0
H 4.874 0.408 1.381 -0.1 0.1 0.1
H 3.898 1.529 -1.035 -0.5 -0.2 -0.7
H 4.930 2.115 -0.112 0.8 0.1 0.3
C -2.612 4.202 2.293 0.9 0.2 0.5
O -1.448 3.994 3.093 0.4 -1.0 -0.5
C -1.450 4.591 4.349 0.6 1.1 0.7
C -0.013 4.796 4.898 -0.2 -0.6 -1.1
C 0.679 3.453 5.061 0.3 0.7 0.6
N 0.013 5.543 6.136 -0.6 0.3 0.8
H -2.724 3.319 1.663 0.0 0.2 -0.2
H -2.393 5.110 1.732 -0.5 0.0 -0.4
H -3.519 4.339 2.881 0.0 0.0 0.2
H -1.837 5.604 4.239 -0.6 0.2 0.3
H -2.020 3.982 5.050 -0.3 0.2 0.3
H 0.526 5.350 4.129 0.1 0.0 -0.4
H 1.586 3.666 5.627 0.4 -0.3 -0.3
H 0.901 3.036 4.079 0.0 -0.2 0.3
H 0.118 2.785 5.714 -0.3 -0.2 -0.3
H -0.420 6.453 6.062 -0.6 0.0 -0.3
H 0.944 5.815 6.418 0.4 -0.6 -0.1
C -0.421 -2.904 4.554 0.8 -0.8 -0.7
O -0.136 -4.334 4.493 -0.1 0.3 2.1
C 0.131 -4.899 5.827 0.2 0.2 -0.6
C 1.378 -4.332 6.506 1.6 0.1 0.7
C 2.723 -4.574 5.773 -1.2 -0.8 -0.6
N 1.594 -4.894 7.870 -0.7 -0.4 -0.3
H -1.225 -2.619 5.233 -0.1 -0.3 0.1
H -0.674 -2.593 3.540 -0.2 -0.1 0.1
H 0.483 -2.352 4.809 0.0 0.1 0.2
H -0.698 -4.772 6.524 -0.5 0.6 -0.1
H 0.182 -5.986 5.758 0.4 0.0 -0.6
H 1.242 -3.261 6.649 -0.1 0.3 -0.5
H 2.910 -5.644 5.681 -0.3 -0.3 0.3
H 3.603 -4.206 6.301 -0.2 0.6 -0.2
H 2.613 -4.270 4.732 0.4 0.6 0.1
H 2.226 -4.294 8.381 0.3 0.1 -0.1
H 0.737 -4.857 8.404 -0.3 -0.1 0.1
C -0.375 0.172 -1.748 -0.2 -0.2 -1.1
O 0.345 -0.614 -0.838 1.1 1.1 0.6
C -0.260 -0.660 0.442 -0.2 0.8 1.3
C -0.298 0.688 1.333 0.5 0.5 -0.4
C 1.115 1.346 1.511 -0.8 -1.0 0.1
N -0.978 0.511 2.640 0.7 -0.6 -0.6
H 0.098 0.179 -2.730 0.5 -0.4 0.1
H -0.467 1.237 -1.531 -0.2 -0.1 0.6
H -1.329 -0.329 -1.910 -0.5 0.4 0.1
H -1.273 -1.009 0.243 -0.4 0.0 0.6
H 0.275 -1.420 1.012 0.0 0.0 0.0
H -0.857 1.432 0.765 -0.3 0.0 -0.5
H 1.080 2.398 1.796 -0.4 0.1 -0.3
H 1.655 1.226 0.572 0.2 0.1 0.1
H 1.646 0.863 2.332 0.2 -0.3 -0.1
H -0.839 1.326 3.219 0.4 0.2 0.0
H -1.978 0.464 2.505 -0.1 -0.4 -0.3
C 1.183 -3.343 -7.104 -1.7 -0.3 -0.8
C 1.189 -2.750 -5.721 -0.6 0.1 0.7
C -0.193 -2.802 -4.969 0.5 0.5 -1.0
O 2.102 -3.532 -5.031 1.2 -0.8 0.9
H 0.634 -4.282 -7.030 -0.1 -0.3 0.1
H 2.106 -3.624 -7.613 0.4 0.6 0.6
H 0.567 -2.752 -7.781 0.1 0.2 -0.2
H 1.555 -1.725 -5.662 -0.2 0.4 -0.5
H -0.500 -3.834 -4.796 0.1 0.0 0.0
H -0.963 -2.295 -5.550 -0.1 -0.1 -0.2
H -0.152 -2.266 -4.021 0.3 -0.2 0.1
H 2.329 -3.058 -4.227 0.0 0.0 0.5
C -5.729 -0.468 3.103 -1.6 0.2 0.5
C -4.724 0.545 2.659 1.3 -0.8 1.3
C -4.025 1.159 3.869 -1.1 0.5 0.0
O -3.711 -0.118 1.923 0.3 1.0 0.1
H -6.459 0.030 3.741 -0.1 0.1 0.2
H -5.338 -1.288 3.706 0.3 -0.1 -0.4
H -6.348 -0.814 2.275 0.3 -0.4 -0.1
H -5.257 1.357 2.165 0.2 0.1 -0.7
H -3.357 1.972 3.584 0.2 -0.2 0.1
H -3.547 0.429 4.523 0.1 -0.1 -0.3
H -4.860 1.598 4.415 0.2 0.3 0.5
H -4.130 -0.448 1.125 -0.4 -0.4 -0.8
C 0.949 4.482 -1.495 -0.9 -0.4 -0.5
C -0.483 4.021 -1.984 0.7 1.2 -0.7
C -1.548 5.187 -1.971 1.1 -0.4 -0.1
O -0.385 3.363 -3.329 -0.6 0.4 2.2
H 1.669 3.670 -1.393 -0.4 -0.4 0.0
H 0.895 4.979 -0.527 -0.1 0.1 -0.1
H 1.432 5.139 -2.218 -0.3 0.4 -0.1
H -0.877 3.318 -1.250 0.2 -0.6 -0.4
H -2.552 4.793 -2.131 0.1 0.0 -0.2
H -1.313 5.982 -2.679 0.0 -0.3 -0.4
H -1.549 5.719 -1.020 0.1 -0.3 0.3
H 0.214 3.877 -3.875 0.1 0.3 0.1
C 2.536 -3.873 -0.433 -0.2 -0.5 -0.4
C 1.642 -3.781 -1.708 -0.9 -0.4 2.0
C 0.121 -3.833 -1.399 0.5 -1.2 0.0
O 1.866 -2.549 -2.275 0.9 1.5 -1.7
H 2.646 -4.910 -0.114 0.1 0.0 0.1
H 2.200 -3.309 0.436 -0.7 0.1 -0.1
H 3.508 -3.426 -0.641 0.2 -0.3 -0.3
H 1.917 -4.550 -2.430 0.1 0.0 0.0
H -0.176 -2.908 -0.905 0.0 -0.3 0.1
H -0.094 -4.722 -0.805 -0.1 0.2 0.5
H -0.494 -3.990 -2.284 0.2 0.4 -0.3
H 1.644 -1.891 -1.612 -0.2 0.5 0.1
C 1.293 1.595 -5.571 -1.2 -0.2 0.1
C 2.630 1.771 -4.874 -1.6 -0.8 -0.2
C 3.481 0.587 -4.738 -0.2 -1.6 0.6
O 3.392 2.598 -5.630 1.3 3.5 -1.1
H 1.319 1.433 -6.648 0.6 -0.3 -0.1
H 0.674 2.489 -5.488 0.2 0.2 0.2
H 0.670 0.801 -5.160 0.1 -0.2 0.2
H 2.407 2.174 -3.886 0.3 0.5 0.1
H 3.784 0.264 -5.734 0.0 -0.3 0.0
H 2.898 -0.189 -4.242 0.5 -0.5 0.2
H 4.380 0.890 -4.201 -0.1 -0.3 0.2
H 3.397 2.252 -6.526 0.1 0.1 -0.1
```
Forces are in eV/Å.

Molecular formula: C3H7N2O2
Method: DFT, the ωB97M-V functional and the def2-TZVPD basis

As for the lowest unoccupied orbital energy: 0.06409 Eh. The energy relative to the best compared isomer or geometry (same formula, charge and spin) is 168.8 kcal/mol. The calculation puts the HOMO-LUMO gap at 4.95 eV. As for the net charge: -1.

Structure (XYZ):
```
14
Properties=species:S:1:pos:R:3:forces:R:3
O -0.092 1.575 -0.427 -0.5 0.9 -1.1
C -0.220 0.464 0.140 4.6 1.6 1.8
N 0.865 -0.455 -0.042 -3.5 1.0 -1.0
C 2.215 0.266 0.191 1.8 -1.4 1.0
O 3.209 -0.573 0.119 0.3 -0.2 -0.3
C -1.580 -0.235 -0.545 -5.2 -0.2 -0.6
N -2.138 -1.199 0.192 1.2 -1.8 -0.7
H -0.419 0.655 1.213 -1.0 -0.9 0.2
H 2.162 0.638 1.246 -0.7 0.5 -0.1
H 2.230 1.100 -0.517 -0.4 0.1 -0.2
H -1.313 -0.468 -1.557 1.4 -0.2 -0.1
H -2.271 0.621 -0.594 0.4 0.3 -0.3
H 0.468 -1.353 0.201 1.4 -0.6 0.6
H -3.117 -1.035 0.379 0.1 0.8 0.8
```
Forces are in eV/Å.

Molecular formula: C7H5N3O2
Method: DFT, the ωB97M-V functional and the def2-TZVPD basis

The structure (SMILES) is O=c1[nH]nc(-c2ccccn2)o1. As for the lowest unoccupied orbital energy: -0.00228 Eh. The energy relative to the best compared isomer or geometry (same formula, charge and spin) is 70.2 kcal/mol. The calculation puts the HOMO-LUMO gap at 9.16 eV.

Structure (XYZ):
```
17
Properties=species:S:1:pos:R:3:forces:R:3
O -3.620 -1.055 -0.135 -2.7 -2.0 -1.0
C -2.677 -0.389 -0.227 3.7 3.7 2.2
N -2.458 0.965 -0.297 1.3 2.3 1.2
N -1.224 1.454 0.303 -0.3 -3.2 -1.6
C -0.558 0.322 0.401 -3.3 1.0 -2.1
C 0.891 0.142 0.144 -3.6 0.4 2.7
C 1.616 1.329 -0.004 2.0 -1.8 -0.9
C 2.963 0.914 -0.211 1.9 3.9 2.0
C 3.396 -0.400 -0.273 -0.5 -1.7 -0.5
C 2.478 -1.430 -0.011 -1.6 3.2 0.1
N 1.150 -1.151 0.337 4.5 -0.3 -1.9
O -1.403 -0.757 0.104 2.4 -1.5 0.4
H -3.023 1.759 -0.405 -1.7 0.3 -0.3
H 1.165 2.380 -0.001 0.9 -1.9 0.1
H 3.793 1.709 0.055 -1.5 -1.4 -1.5
H 4.406 -0.781 -0.592 -0.9 1.2 0.7
H 2.909 -2.369 -0.123 -0.3 -2.1 0.4
```
Forces are in eV/Å.

Molecular formula: C23H32CoN3OS2Si2
Method: DFT, the ωB97M-V functional and the def2-TZVPD basis

As for the lowest unoccupied orbital energy (alpha / beta): 0.01206 / 0.01111 Eh. The energy relative to the best compared isomer or geometry (same formula, charge and spin) is 3.2 kcal/mol. The calculation puts the HOMO-LUMO gap (alpha / beta) at 7.81 / 7.78 eV.

Structure (XYZ):
```
64
Properties=species:S:1:pos:R:3:forces:R:3
Co -0.958 0.463 -0.816 -0.1 -0.1 -0.7
C 2.320 1.713 -1.984 -0.1 0.1 -0.4
Si 1.341 0.410 -1.055 -0.4 0.2 1.5
C 2.078 -1.216 -1.655 -0.1 -0.1 -0.3
C 1.900 0.563 0.758 0.5 0.0 0.0
C 3.262 0.547 1.101 -0.1 0.0 0.0
C 3.685 0.617 2.420 -0.1 0.0 0.0
C 2.741 0.717 3.438 0.0 0.0 -0.1
C 1.393 0.750 3.114 0.1 0.0 -0.1
C 0.953 0.669 1.782 0.0 0.1 0.6
Si -0.905 0.737 1.412 1.3 0.0 -0.6
C -1.719 -0.630 2.389 -0.4 -0.2 0.0
C -1.499 2.358 2.114 -0.3 0.2 0.0
H 3.380 1.586 -1.746 0.0 0.0 0.0
H 2.034 2.732 -1.739 0.0 0.1 0.0
H 2.206 1.597 -3.067 0.0 0.0 0.0
H 3.146 -1.219 -1.417 0.0 0.0 0.0
H 1.977 -1.328 -2.740 0.0 0.0 0.0
H 1.622 -2.085 -1.186 0.1 0.0 0.0
H 4.014 0.478 0.319 0.0 0.0 0.0
H 4.742 0.598 2.656 0.0 0.0 0.0
H 3.056 0.772 4.473 0.0 0.0 0.0
H 0.668 0.842 3.919 0.0 0.0 0.0
H -1.413 -0.541 3.435 0.0 0.0 0.0
H -1.442 -1.618 2.024 -0.1 0.1 0.1
H -2.809 -0.552 2.343 0.0 0.0 0.0
H -1.376 2.324 3.201 0.0 0.0 0.0
H -2.556 2.540 1.898 0.0 0.0 0.0
H -0.924 3.199 1.725 -0.1 -0.1 0.2
S -3.189 0.727 -1.831 -0.1 0.2 0.1
C -2.504 2.265 -1.536 -0.1 0.1 -0.1
N -1.268 2.335 -1.092 -0.2 0.1 0.2
C -0.887 3.629 -0.760 0.1 -0.1 -0.2
C 0.327 4.018 -0.201 0.0 0.1 -0.1
C 0.544 5.360 0.048 0.0 0.0 0.0
C -0.436 6.315 -0.241 0.0 0.0 0.0
C -1.652 5.934 -0.778 0.0 0.0 0.0
C -1.870 4.585 -1.029 0.0 0.0 -0.1
S -3.293 3.804 -1.664 -0.1 0.1 0.0
H 1.066 3.271 0.052 0.0 0.0 0.0
H 1.487 5.676 0.475 0.0 0.0 0.0
H -0.248 7.359 -0.028 0.0 0.0 0.0
H -2.419 6.668 -0.989 0.0 0.0 0.0
C -2.111 -2.574 -2.829 0.1 -0.1 0.0
N -1.451 -3.335 -1.781 0.0 0.0 0.1
C -1.330 -4.768 -2.000 0.0 0.1 0.0
C -1.195 -5.477 -0.673 0.0 0.0 0.0
C -0.010 -4.887 0.055 0.0 0.0 0.0
N -0.133 -3.439 0.144 -0.1 0.1 0.1
C 0.636 -2.817 1.210 0.1 -0.1 -0.1
C -0.840 -2.693 -0.748 -0.1 0.1 -0.1
O -0.943 -1.460 -0.620 0.1 -0.4 0.1
H -3.095 -3.001 -3.025 0.0 0.0 0.0
H -1.526 -2.601 -3.753 0.0 0.0 0.0
H -2.228 -1.544 -2.520 0.0 0.0 0.0
H -0.464 -4.986 -2.637 0.0 0.0 0.0
H -2.221 -5.098 -2.533 0.0 0.0 0.0
H -1.057 -6.548 -0.820 0.0 0.0 0.0
H -2.103 -5.321 -0.085 0.0 0.0 0.0
H 0.922 -5.151 -0.460 0.0 0.0 0.0
H 0.057 -5.277 1.071 0.0 0.0 0.0
H 0.267 -3.146 2.184 0.0 0.0 0.0
H 0.565 -1.740 1.151 0.0 0.0 0.0
H 1.688 -3.100 1.122 0.0 0.0 0.0
```
Forces are in eV/Å.